[1]
DFT (the ωB97M-V functional and the def2-TZVPD basis) results for a molecular structure, C4H10O3 at a distorted geometry.

Computed properties:
Molecular weight = 106.1 g mol⁻¹
Kohn-Sham gap = 9.822 eV
Energy relative to the best compared isomer or geometry (same formula, charge and spin) = 114.07 kcal/mol
Net charge = 0

Positions of all 17 atoms, in Å:
1 C 1.50 1.07 -1.29
2 C -0.61 -0.17 -1.22
3 O 0.86 -0.20 -1.19
4 O -1.19 -1.21 -1.44
5 H -0.94 0.82 -1.57
6 H 2.39 1.04 -0.67
7 H 1.80 1.27 -2.32
8 H 0.92 1.93 -0.93
9 C 0.86 -0.88 0.96
10 C -1.77 -0.11 1.29
11 O -0.61 0.29 0.60
12 H -2.26 -0.93 0.75
13 H -1.51 -0.45 2.30
14 H 1.90 -0.90 0.66
15 H 0.78 -0.52 1.98
16 H 0.33 -1.80 0.72
17 H -2.45 0.74 1.39

***

[2]
DFT (the ωB97M-V functional and the def2-TZVPD basis) results for 2 unconnected molecules or ions with the total composition C4H10O3 at a distorted geometry.

Computed properties:
Molecular weight = 106.1 g mol⁻¹
Kohn-Sham gap = 7.782 eV
Energy relative to the best compared isomer or geometry (same formula, charge and spin) = 112.10 kcal/mol
Net charge = 0

Positions of all 17 atoms, in Å:
1 C 1.01 -1.61 0.19
2 C 1.59 1.22 -0.05
3 C 0.26 -0.56 -0.56
4 C -1.73 0.19 0.45
5 O -2.56 -0.53 -0.25
6 O -1.94 1.52 0.18
7 O 0.64 0.67 -0.91
8 H 1.70 -2.14 -0.45
9 H 0.29 -2.27 0.63
10 H 1.62 -1.25 0.98
11 H 2.15 0.41 0.54
12 H 1.12 1.95 0.66
13 H 2.35 1.77 -0.65
14 H -0.29 -1.05 -1.35
15 H -1.82 -0.15 1.52
16 H -3.25 0.13 -0.67
17 H -1.14 1.71 -0.29

***

Copy entry 2 word for word.
DFT (the ωB97M-V functional and the def2-TZVPD basis) results for 2 unconnected molecules or ions with the total composition C4H10O3 at a distorted geometry.

Computed properties:
Molecular weight = 106.1 g mol⁻¹
Kohn-Sham gap = 7.782 eV
Energy relative to the best compared isomer or geometry (same formula, charge and spin) = 112.10 kcal/mol
Net charge = 0

Positions of all 17 atoms, in Å:
1 C 1.01 -1.61 0.19
2 C 1.59 1.22 -0.05
3 C 0.26 -0.56 -0.56
4 C -1.73 0.19 0.45
5 O -2.56 -0.53 -0.25
6 O -1.94 1.52 0.18
7 O 0.64 0.67 -0.91
8 H 1.70 -2.14 -0.45
9 H 0.29 -2.27 0.63
10 H 1.62 -1.25 0.98
11 H 2.15 0.41 0.54
12 H 1.12 1.95 0.66
13 H 2.35 1.77 -0.65
14 H -0.29 -1.05 -1.35
15 H -1.82 -0.15 1.52
16 H -3.25 0.13 -0.67
17 H -1.14 1.71 -0.29